{"formula": "C6H8N2", "method": "ωB97M-V/def2-TZVPD", "largest_force_ev_per_a": 6.71, "smiles": "N[C@H]1Cc2c[nH]cc21", "elements": ["N", "C", "C", "C", "C", "N", "C", "C", "H", "H", "H", "H", "H", "H", "H", "H"], "xyz": [[2.248, -0.751, -0.370], [1.223, -0.172, 0.439], [0.891, 1.439, 0.186], [-0.555, 0.784, -0.115], [-1.941, 0.907, -0.188], [-2.302, -0.446, 0.125], [-1.227, -1.331, 0.062], [-0.054, -0.541, -0.069], [2.487, -1.698, -0.094], [2.164, -0.428, -1.345], [1.728, -0.157, 1.519], [0.825, 2.128, 1.061], [1.685, 1.901, -0.678], [-2.588, 1.584, -0.817], [-3.179, -0.949, -0.300], [-1.405, -2.270, 0.584]]}

***

{"formula": "C4H5NO2", "method": "ωB97M-V/def2-TZVPD", "largest_force_ev_per_a": 0.92, "elements": ["C", "C", "C", "N", "C", "O", "O", "H", "H", "H", "H", "H"], "xyz": [[0.066, -0.888, 0.921], [1.057, 0.169, -1.251], [0.308, 0.229, 0.023], [-1.361, -0.673, 0.544], [-1.680, 0.611, 0.685], [-0.243, 1.366, 0.413], [-2.648, 1.268, 0.796], [0.293, -0.725, 1.976], [0.401, -1.859, 0.568], [1.087, -0.843, -1.650], [2.085, 0.488, -1.044], [0.634, 0.857, -1.982]]}

***

{"formula": "C4H8O", "method": "ωB97M-V/def2-TZVPD", "largest_force_ev_per_a": 0.87, "smiles": "COC1=CC1.[H][H]", "elements": ["C", "O", "C", "C", "C", "H", "H", "H", "H", "H", "H", "H", "H"], "xyz": [[1.812, 0.222, 0.564], [0.961, -0.810, 0.073], [-0.329, -0.537, 0.019], [-1.533, -0.975, -0.139], [-1.365, 0.454, 0.359], [1.303, 0.837, 1.312], [2.158, 0.851, -0.262], [2.661, -0.286, 1.023], [-2.165, -1.837, -0.181], [-1.618, 1.319, -0.272], [-1.471, 0.653, 1.426], [0.079, 0.287, -2.053], [-0.523, -0.147, -1.945]]}

***

{"formula": "C14H42Cl4F6N5O6", "method": "ωB97M-V/def2-TZVPD", "largest_force_ev_per_a": 2.49, "charge": 3, "elements": ["N", "H", "H", "H", "H", "N", "H", "H", "H", "H", "N", "H", "H", "H", "H", "N", "H", "H", "H", "H", "N", "H", "H", "H", "H", "O", "C", "C", "O", "H", "H", "H", "H", "C", "C", "O", "C", "O", "C", "F", "F", "F", "H", "H", "H", "H", "H", "C", "C", "O", "C", "O", "C", "F", "F", "F", "H", "H", "H", "H", "H", "Cl", "C", "C", "Cl", "H", "H", "H", "H", "Cl", "C", "C", "Cl", "H", "H", "H", "H"], "xyz": [[-1.638, 2.919, -21.172], [-1.929, 2.205, -21.998], [-0.601, 2.953, -21.101], [-2.028, 2.462, -20.334], [-2.040, 3.862, -21.274], [-5.378, 0.973, -20.774], [-4.446, 0.370, -20.746], [-5.952, 0.718, -21.577], [-5.261, 1.989, -20.638], [-5.980, 0.661, -19.979], [-4.386, 1.356, -24.824], [-5.263, 0.854, -24.688], [-3.657, 1.076, -24.005], [-4.575, 2.371, -24.757], [-3.935, 1.129, -25.742], [-5.050, -2.755, -22.013], [-4.438, -2.098, -21.362], [-5.437, -3.557, -21.478], [-4.473, -3.145, -22.815], [-5.852, -2.240, -22.383], [-4.914, -1.192, -17.607], [-4.501, -0.376, -17.113], [-4.790, -2.056, -17.046], [-4.357, -1.235, -18.592], [-5.902, -1.006, -17.787], [-3.529, -1.263, -20.136], [-2.334, -0.617, -20.490], [-1.979, -0.330, -21.969], [-2.543, 0.705, -22.739], [-1.508, -1.289, -20.192], [-2.148, 0.346, -19.948], [-1.981, -1.290, -22.525], [-0.886, -0.120, -21.861], [-1.891, -5.541, -20.919], [-1.460, -5.418, -22.359], [-2.218, -6.308, -23.183], [-3.451, -6.076, -23.452], [-4.054, -5.048, -23.304], [-4.164, -7.291, -24.055], [-3.369, -8.321, -24.120], [-5.190, -7.570, -23.288], [-4.623, -6.978, -25.269], [-2.006, -6.583, -20.633], [-2.824, -4.989, -20.740], [-1.168, -5.075, -20.246], [-0.440, -5.771, -22.441], [-1.491, -4.388, -22.676], [2.666, -2.976, -23.402], [2.466, -1.722, -24.200], [1.172, -1.849, -24.998], [0.870, -0.851, -25.813], [1.460, 0.158, -25.955], [-0.423, -1.077, -26.631], [-0.197, -0.771, -27.920], [-0.851, -2.303, -26.570], [-1.436, -0.251, -26.138], [2.693, -3.892, -23.980], [1.874, -3.035, -22.648], [3.633, -2.862, -22.913], [3.264, -1.639, -24.939], [2.334, -0.882, -23.519], [-2.079, -4.064, -16.408], [-1.673, -2.808, -17.566], [-0.426, -1.968, -17.275], [-0.693, -0.931, -15.863], [-2.480, -2.067, -17.745], [-1.704, -3.328, -18.531], [-0.242, -1.306, -18.119], [0.463, -2.588, -17.165], [-1.938, 2.367, -27.291], [-0.445, 2.814, -26.346], [-0.710, 2.556, -24.889], [0.219, 3.705, -23.855], [-0.353, 3.882, -26.531], [0.413, 2.317, -26.777], [-0.415, 1.549, -24.621], [-1.740, 2.718, -24.620]]}

***

Q: Which orbital gap values were calculated for the entries above? A: 9.16 9.29 9.56 7.52, in eV.
Q: Which E_HOMO values were calculated for the entries above? A: -8.13 -9.44 -8.49 -17.00, in eV.